Below is a structure of composition C20H14BN10RbS2, with properties calculated with ωB97M-V/def2-TZVPD.

Geometry as ORCA input:
```
! wB97M-V def2-TZVPD RIJCOSX def2/J DEFGRID3
* xyz -1 2
Rb 0.63341 -2.66357 0.26292
C -0.75102 0.38727 2.07304
C -1.54400 -0.75908 1.90027
N -1.65134 -1.09898 0.62459
N -0.93182 -0.17948 -0.05786
C -0.37935 0.71485 0.78828
B -0.83917 -0.12849 -1.61251
N 0.62636 0.16185 -1.96886
C 1.16384 1.27112 -2.51279
C 2.53505 1.17362 -2.41268
C 2.74243 -0.05788 -1.77292
N 1.59281 -0.65917 -1.51000
N -1.39571 -1.41235 -2.24943
C -2.63248 -1.55155 -2.76651
C -2.78554 -2.85277 -3.18485
C -1.55712 -3.44664 -2.87234
N -0.72587 -2.58712 -2.30625
N -1.70930 1.05203 -2.08466
C -2.66381 1.72390 -1.40349
C -3.30836 2.55718 -2.28864
C -2.66716 2.31019 -3.51438
N -1.71263 1.40519 -3.38607
H -0.47794 0.88103 2.99175
H -1.98777 -1.39105 2.65570
H 0.24963 1.50344 0.40514
H 0.52262 2.02176 -2.94073
H 3.26631 1.88161 -2.76079
H 3.66109 -0.53871 -1.47506
H -3.29562 -0.70577 -2.82481
H -3.64310 -3.29580 -3.65898
H -1.23533 -4.46459 -3.03334
H -2.80914 1.56630 -0.34802
H -4.11532 3.23543 -2.07365
H -2.85358 2.75418 -4.47949
S 2.05734 -3.42753 3.47549
C 2.11156 -1.69087 3.52660
C 1.45937 -0.85607 4.41824
C 1.63384 0.52468 4.32079
C 0.96256 1.37066 5.25106
N 0.42300 2.05247 6.00484
C 2.44664 1.06431 3.31061
C 3.09679 0.22235 2.40617
C 2.94848 -1.15085 2.52698
S 3.65014 -2.38541 1.53351
C 2.61000 2.47392 3.16901
N 2.74057 3.60899 3.03431
H 0.83103 -1.26292 5.19880
H 3.70763 0.64833 1.62102
*
```

Summary:
**HOMO (alpha / beta)**: -5.204 / -5.327 eV
**E**: -58875.59288 eV
**Orbital gap (alpha / beta)**: 7.2 / 6.7 eV
**⟨S²⟩**: 0.756